Density functional theory data (the ωB97M-V functional and the def2-TZVPD basis) for a 3-piece molecular cluster, C22H48BN3O4 overall at a distorted geometry.

**E_tot**: -1356.8938 Ha
**Highest occupied orbital energy (spin up / spin down)**: -8.87 / -8.87 eV
**<S²>**: 2.0096
**Multiplicity**: 3
**Net charge**: 0
**HOMO-LUMO gap (spin up / spin down)**: 9.40 / 8.28 eV

CARTESIAN COORDINATES (ANGSTROEM)
C -0.200 2.544 -3.332
O 0.612 3.121 -2.253
C 0.874 2.168 -1.166
C 0.856 2.886 0.345
N 1.614 1.968 1.291
B 1.383 4.444 0.332
C 0.245 5.613 0.721
O 2.773 4.886 0.046
H -0.599 1.462 -3.140
H -1.161 3.243 -3.437
H 0.354 2.508 -4.388
H 0.100 1.282 -1.086
H 1.932 1.649 -1.358
H -0.290 2.853 0.675
H 0.951 1.798 2.104
H 1.620 1.031 0.791
H 0.083 5.626 1.880
H -0.756 5.236 0.193
H 0.545 6.683 0.353
H 3.265 5.043 0.918
C -1.287 0.708 7.256
C -1.541 1.294 5.836
C -3.048 1.631 5.645
C -3.940 0.431 5.348
C -3.365 -0.417 4.220
C -1.901 -0.843 4.493
N -1.016 0.324 4.816
O -0.791 1.031 3.623
C -1.887 -1.879 5.653
C -1.374 -1.666 3.272
C -0.773 2.659 5.845
H -0.526 -0.080 7.242
H -0.904 1.461 7.955
H -2.195 0.301 7.709
H -3.162 2.342 4.812
H -3.433 2.145 6.535
H -4.078 -0.173 6.250
H -4.939 0.782 5.063
H -4.000 -1.301 4.074
H -3.424 0.153 3.280
H -0.863 -2.183 5.900
H -2.437 -2.787 5.375
H -2.360 -1.524 6.569
H -1.440 -1.111 2.329
H -1.964 -2.580 3.131
H -0.330 -1.966 3.421
H 0.311 2.507 5.946
H -1.100 3.284 6.683
H -0.956 3.249 4.941
C 0.490 -3.811 -3.572
C 0.339 -3.029 -4.909
C 1.063 -3.779 -6.065
C 2.577 -3.603 -6.092
C 2.963 -2.132 -5.994
C 2.326 -1.440 -4.763
N 0.840 -1.628 -4.706
O 0.268 -0.816 -5.699
C 2.999 -1.990 -3.473
C 2.732 0.071 -4.762
C -1.195 -3.100 -5.220
H 0.606 -3.136 -2.716
H -0.396 -4.415 -3.339
H 1.339 -4.500 -3.583
H 0.672 -3.426 -7.032
H 0.833 -4.851 -6.019
H 3.042 -4.176 -5.285
H 2.975 -4.018 -7.026
H 4.057 -2.047 -5.956
H 2.654 -1.620 -6.918
H 2.552 -1.546 -2.575
H 4.070 -1.749 -3.456
H 2.944 -3.074 -3.373
H 2.439 0.587 -5.684
H 3.820 0.185 -4.680
H 2.280 0.599 -3.915
H -1.782 -2.564 -4.461
H -1.541 -4.139 -5.234
H -1.443 -2.687 -6.203

***

Density functional theory data (the ωB97M-V functional and the def2-TZVPD basis) for C22H48BNO10PSi2 as an isolated structure at a distorted geometry.

**E_tot**: -2619.1024 Ha
**Highest occupied orbital energy**: -4.42 eV
**Net charge**: -1
**HOMO-LUMO gap**: 5.76 eV

CARTESIAN COORDINATES (ANGSTROEM)
C 2.113 5.914 1.906
C 2.459 5.679 0.321
P 3.064 3.925 -0.129
C 4.224 3.192 1.240
Si 1.370 2.468 -0.186
O -0.109 3.145 -0.849
Si -0.997 4.104 0.324
B -2.754 4.551 -0.439
C -3.343 6.049 0.024
O -3.515 3.667 -1.348
C -1.345 3.231 2.005
C -0.271 3.239 3.228
C -0.644 2.534 4.618
N -1.862 1.812 5.077
C -2.790 1.789 3.912
C -2.680 2.406 2.437
C 1.948 1.102 -1.474
O 1.963 -0.209 -1.219
O 2.388 1.634 -2.807
H 2.468 5.061 2.626
H 2.718 6.888 2.237
H 0.981 6.151 2.122
H 3.324 6.436 0.013
H 1.549 5.945 -0.405
H 5.331 3.322 0.815
H 4.197 3.790 2.245
H 3.957 2.040 1.406
H 1.208 1.760 1.082
H -0.335 5.379 0.565
H -3.587 5.997 1.181
H -2.484 6.857 -0.104
H -4.253 6.392 -0.632
H -2.940 3.304 -2.085
H 0.774 3.764 3.086
H 0.210 2.589 5.454
H -3.805 1.196 4.134
H -3.570 2.292 1.674
C -4.457 2.215 6.842
O -5.491 2.810 6.065
C -6.794 2.512 6.575
C -7.359 3.686 7.382
O -6.603 3.909 8.576
C -5.685 4.990 8.440
H -3.509 2.686 6.570
H -4.618 2.353 7.915
H -4.396 1.145 6.614
H -6.777 1.594 7.176
H -7.443 2.335 5.711
H -8.379 3.439 7.692
H -7.405 4.597 6.773
H -6.224 5.939 8.512
H -5.136 4.948 7.496
H -4.965 4.932 9.261
C 4.716 -2.279 -5.407
O 4.499 -2.593 -4.036
C 3.373 -1.898 -3.491
C 2.140 -2.805 -3.416
O 1.679 -3.165 -4.722
C 2.098 -4.472 -5.102
H 5.401 -3.021 -5.825
H 3.789 -2.298 -5.986
H 5.179 -1.289 -5.488
H 3.159 -0.989 -4.068
H 3.646 -1.593 -2.475
H 1.329 -2.253 -2.933
H 2.344 -3.699 -2.814
H 1.479 -5.217 -4.593
H 3.151 -4.650 -4.872
H 1.957 -4.576 -6.181
C 2.519 -7.791 -6.913
O 2.093 -7.752 -5.555
C 1.161 -8.793 -5.248
C 1.843 -9.956 -4.519
O 2.783 -10.622 -5.367
C 4.124 -10.222 -5.106
H 3.405 -7.159 -7.013
H 2.776 -8.803 -7.235
H 1.727 -7.390 -7.557
H 0.653 -9.143 -6.157
H 0.403 -8.360 -4.587
H 1.081 -10.693 -4.246
H 2.325 -9.613 -3.595
H 4.482 -10.712 -4.195
H 4.218 -9.138 -5.003
H 4.747 -10.545 -5.945

***

Density functional theory data (the ωB97M-V functional and the def2-TZVPD basis) for C22H48GeN3O8P2Ti as an isolated structure at a distorted geometry.

**E_tot**: -5242.5203 Ha
**Highest occupied orbital energy (spin up / spin down)**: -11.18 / -11.22 eV
**Net charge**: +1
**HOMO-LUMO gap (spin up / spin down)**: 7.57 / 7.60 eV

CARTESIAN COORDINATES (ANGSTROEM)
Ti -0.505 0.486 -0.342
O -1.964 1.718 3.502
P -1.868 1.901 1.945
O -1.643 3.261 1.424
O -0.830 0.823 1.541
O -3.259 1.330 1.386
P -3.600 1.530 -0.193
O -3.689 3.090 -0.375
O -4.757 0.761 -0.611
O -2.237 1.112 -0.870
H -2.495 2.373 3.957
H -3.004 3.536 0.164
O -0.276 2.098 -2.078
C 0.100 2.008 -3.465
C -0.714 0.973 -4.212
C -0.731 -0.394 -3.517
C 0.601 -0.828 -2.968
C 1.525 -1.506 -3.749
C 2.718 -1.928 -3.195
C 2.967 -1.668 -1.856
C 2.020 -0.974 -1.138
N 0.862 -0.557 -1.680
H -1.180 2.450 -2.015
H 1.159 1.760 -3.471
H -0.012 2.991 -3.922
H -0.303 0.884 -5.221
H -1.745 1.314 -4.328
H -1.076 -1.147 -4.226
H -1.467 -0.378 -2.709
H 1.293 -1.712 -4.786
H 3.440 -2.464 -3.799
H 3.882 -1.986 -1.377
H 2.153 -0.756 -0.091
C 1.106 -0.559 3.226
N 1.237 -1.455 2.078
C 2.582 -2.018 2.067
C 0.243 -2.518 2.157
C -1.116 -2.125 1.613
N -1.184 -1.774 0.159
C -2.635 -1.740 -0.164
C -0.601 -2.872 -0.637
H 1.385 -1.069 4.158
H 0.083 -0.204 3.315
H 1.753 0.308 3.097
H 2.803 -2.585 2.980
H 3.317 -1.213 1.989
H 2.705 -2.690 1.215
H 0.088 -2.828 3.201
H 0.617 -3.404 1.644
H -1.516 -1.284 2.171
H -1.793 -2.973 1.771
H -3.064 -2.740 -0.048
H -2.803 -1.403 -1.184
H -3.155 -1.066 0.512
H -1.030 -3.828 -0.319
H 0.475 -2.918 -0.520
H -0.841 -2.733 -1.689
C 6.855 1.633 -1.573
C 5.428 1.838 -2.064
C 4.410 1.793 -0.931
C 2.980 2.011 -1.422
Ge 1.673 1.958 0.057
C 1.316 3.802 0.641
C 2.619 4.599 0.749
C 3.502 4.159 1.912
C 4.800 4.951 1.986
H 7.568 1.652 -2.398
H 6.962 0.673 -1.062
H 7.143 2.415 -0.867
H 5.170 1.072 -2.804
H 5.345 2.797 -2.584
H 4.671 2.537 -0.172
H 4.481 0.824 -0.419
H 2.748 1.269 -2.194
H 2.891 2.989 -1.907
H 2.267 1.056 1.181
H 0.791 3.794 1.594
H 0.636 4.259 -0.078
H 2.382 5.661 0.866
H 3.193 4.528 -0.183
H 3.729 3.091 1.821
H 2.943 4.263 2.847
H 5.383 4.833 1.068
H 5.422 4.625 2.820
H 4.604 6.017 2.113

***

Density functional theory data (the ωB97M-V functional and the def2-TZVPD basis) for C22H48N11ReS as an isolated structure at a distorted geometry.

**E_tot**: -1944.9099 Ha
**Highest occupied orbital energy (spin up / spin down)**: -16.44 / -16.97 eV
**<S²>**: 3.7861
**Multiplicity**: 4
**Net charge**: +3
**HOMO-LUMO gap (spin up / spin down)**: 6.92 / 7.16 eV

CARTESIAN COORDINATES (ANGSTROEM)
Re 0.150 -0.864 0.606
C -0.600 3.855 0.236
N -0.091 2.486 0.131
C 0.279 1.902 1.407
C -0.138 1.795 -1.014
N -0.065 0.460 -1.009
C -0.131 -0.221 -2.313
C 0.557 -1.573 -2.241
N 0.091 -2.327 -1.048
C -1.282 -2.879 -1.201
C -2.012 -2.709 0.124
N -1.992 -1.285 0.468
C -3.099 -0.551 0.423
N -3.031 0.691 1.026
C -3.757 1.808 0.429
C -2.908 0.770 2.483
N -4.277 -0.911 -0.111
C -4.535 -1.700 -1.315
C -5.527 -0.490 0.533
C 1.023 -3.408 -0.659
C 2.384 -2.870 -0.231
N 2.259 -1.525 0.338
C 3.291 -0.799 0.726
N 4.581 -1.116 0.764
C 5.636 -0.119 1.005
C 5.215 -2.434 0.586
N 2.868 0.498 1.137
C 3.197 0.881 2.516
C 3.002 1.550 0.126
N -0.203 2.512 -2.179
C -1.331 2.441 -3.102
C 0.733 3.610 -2.412
H -1.253 3.919 1.108
H -1.177 4.131 -0.640
H 0.209 4.575 0.367
H 0.738 2.669 2.032
H 1.025 1.105 1.282
H -0.592 1.526 1.946
H 0.345 0.374 -3.091
H -1.179 -0.355 -2.596
H 1.631 -1.424 -2.147
H 0.363 -2.141 -3.154
H -1.252 -3.928 -1.500
H -1.783 -2.316 -1.982
H -1.477 -3.259 0.904
H -3.015 -3.123 0.090
H -3.880 1.649 -0.641
H -3.167 2.713 0.577
H -4.739 1.977 0.877
H -2.268 -0.030 2.853
H -3.885 0.692 2.970
H -2.499 1.740 2.764
H -3.660 -1.783 -1.948
H -5.311 -1.191 -1.888
H -4.910 -2.697 -1.075
H -5.358 -0.163 1.554
H -6.195 -1.350 0.571
H -6.031 0.298 -0.029
H 1.151 -4.108 -1.487
H 0.564 -3.944 0.172
H 3.070 -2.854 -1.080
H 2.751 -3.573 0.513
H 5.297 0.902 0.921
H 6.422 -0.273 0.266
H 6.069 -0.268 1.995
H 4.566 -3.270 0.787
H 6.041 -2.501 1.292
H 5.632 -2.521 -0.418
H 3.097 0.011 3.164
H 2.482 1.635 2.848
H 4.197 1.300 2.642
H 2.430 1.273 -0.762
H 4.026 1.749 -0.195
H 2.607 2.478 0.537
H -2.081 1.739 -2.742
H -1.014 2.148 -4.105
H -1.802 3.424 -3.179
H 1.539 3.585 -1.682
H 0.254 4.591 -2.382
H 1.173 3.486 -3.404
S 0.155 -2.468 4.995
C 0.190 -1.995 3.511
N 0.216 -1.629 2.357

***

Density functional theory data (the ωB97M-V functional and the def2-TZVPD basis) for a 10-piece molecular cluster, C22H48N4O14 overall at a distorted geometry.

**E_tot**: -2139.0392 Ha
**Highest occupied orbital energy**: -9.24 eV
**SMILES**: C[N+](=O)[O-].C[N+](=O)[O-].C[N+](=O)[O-].C[N+](=O)[O-].CC(C)=O.CC(C)=O.CC(C)=O.CC(C)=O.CC(C)=O.CC(C)=O
**Net charge**: 0
**HOMO-LUMO gap**: 9.30 eV

CARTESIAN COORDINATES (ANGSTROEM)
C 8.255 8.951 11.918
N 7.256 7.987 12.491
O 6.208 7.895 11.915
O 7.620 7.391 13.458
H 9.101 8.342 11.594
H 8.686 9.566 12.722
H 7.746 9.527 11.155
C 9.426 8.488 16.229
N 10.531 8.946 15.332
O 10.968 8.186 14.504
O 10.952 10.061 15.493
H 9.933 7.749 16.843
H 8.798 7.846 15.597
H 8.994 9.395 16.639
C 9.429 13.686 11.196
N 9.072 13.315 12.597
O 8.523 14.153 13.276
O 9.288 12.138 12.877
H 8.719 14.439 10.858
H 9.405 12.746 10.621
H 10.383 14.186 11.314
C 11.679 10.217 12.207
N 12.744 10.665 11.292
O 12.800 11.855 11.078
O 13.304 9.809 10.663
H 11.573 10.949 13.004
H 11.880 9.188 12.488
H 10.802 10.205 11.553
C 12.279 13.835 14.553
C 11.893 13.510 15.996
C 10.425 13.259 16.304
O 12.722 13.547 16.915
H 13.360 13.890 14.523
H 11.960 14.853 14.293
H 11.802 13.176 13.822
H 10.390 12.821 17.299
H 9.942 12.599 15.564
H 9.895 14.196 16.128
C 14.758 11.532 7.833
C 14.066 12.641 7.118
C 12.712 12.432 6.435
O 14.571 13.789 7.055
H 14.277 11.298 8.790
H 15.826 11.700 7.884
H 14.572 10.610 7.297
H 11.967 12.614 7.199
H 12.568 11.440 5.998
H 12.610 13.189 5.658
C 12.348 6.407 11.947
C 11.691 6.834 10.656
C 12.517 6.704 9.379
O 10.551 7.270 10.649
H 12.048 5.375 12.137
H 12.024 6.988 12.813
H 13.401 6.567 11.862
H 13.301 7.475 9.470
H 11.896 6.935 8.508
H 12.995 5.725 9.351
C 12.851 14.987 9.426
C 12.541 16.022 10.543
C 13.381 17.294 10.574
O 11.744 15.767 11.420
H 12.410 14.016 9.705
H 13.957 14.907 9.325
H 12.483 15.372 8.477
H 12.812 18.133 10.917
H 13.830 17.546 9.595
H 14.255 17.086 11.175
C 9.813 9.286 7.411
C 9.369 10.590 8.079
C 8.466 11.529 7.290
O 9.745 10.856 9.228
H 10.061 8.561 8.184
H 10.736 9.420 6.861
H 9.051 8.978 6.713
H 8.904 11.687 6.288
H 8.341 12.487 7.811
H 7.521 11.013 7.072
C 16.904 11.001 11.507
C 17.331 12.255 12.265
C 16.271 13.340 12.250
O 18.366 12.367 12.820
H 16.023 10.543 11.984
H 17.698 10.245 11.515
H 16.576 11.285 10.487
H 15.264 12.932 12.289
H 16.349 13.873 11.289
H 16.394 13.997 13.092

***

Density functional theory data (the ωB97M-V functional and the def2-TZVPD basis) for C22H49N2NdOP3S as an isolated structure at a distorted geometry.

**E_tot**: -3035.1577 Ha
**Highest occupied orbital energy (spin up / spin down)**: -15.82 / -15.83 eV
**<S²>**: 3.7594
**Multiplicity**: 4
**Net charge**: +3
**HOMO-LUMO gap (spin up / spin down)**: 5.84 / 6.34 eV

CARTESIAN COORDINATES (ANGSTROEM)
Nd -0.518 -0.129 -0.472
P 1.960 1.025 1.041
P -1.088 2.461 -1.368
P 2.036 -0.443 -1.903
H -1.758 -2.757 -0.441
C -0.681 -3.031 -0.463
C 0.082 -2.917 0.661
H -0.349 -2.588 1.608
C 1.674 1.585 2.765
C 2.706 2.595 0.444
C 3.485 0.055 1.362
C -2.472 2.163 -2.557
C -1.794 3.697 -0.218
C 0.090 3.428 -2.359
C 2.967 -2.011 -1.749
C 3.336 0.721 -2.449
C 1.230 -0.696 -3.516
H -0.306 -3.456 -1.397
H 1.135 -3.154 0.657
H 1.627 0.724 3.440
H 0.730 2.137 2.836
H 2.498 2.231 3.102
H 1.922 3.347 0.302
H 3.235 2.451 -0.500
H 3.412 2.954 1.202
H 3.251 -0.742 2.077
H 4.260 0.699 1.799
H 3.876 -0.401 0.448
H -2.843 3.168 -2.809
H -3.271 1.599 -2.043
H -2.183 1.608 -3.457
H -2.371 4.423 -0.814
H -0.982 4.206 0.317
H -2.439 3.200 0.523
H -0.444 4.338 -2.681
H 0.390 2.819 -3.229
H 0.979 3.681 -1.756
H 3.376 -2.255 -2.737
H 2.296 -2.814 -1.420
H 3.788 -1.899 -1.031
H 3.755 0.344 -3.391
H 4.139 0.801 -1.705
H 2.898 1.710 -2.634
H 1.963 -0.989 -4.271
H 0.724 0.224 -3.837
H 0.492 -1.501 -3.426
C -1.954 -1.823 -4.357
C -3.042 -1.229 -5.010
C -3.374 -1.664 -6.300
C -2.648 -2.695 -6.912
C -1.556 -3.265 -6.251
C -1.208 -2.833 -4.970
O -1.495 -1.354 -3.090
H -2.231 -0.929 -2.588
H -3.607 -0.425 -4.557
H -4.201 -1.216 -6.852
H -2.928 -3.055 -7.910
H -0.965 -4.047 -6.741
H -0.366 -3.292 -4.445
C 0.256 1.504 5.997
C -1.207 1.141 6.056
N -1.826 0.733 4.763
C -1.222 0.023 3.784
S -1.655 0.281 2.085
N -0.279 -0.888 4.144
C -0.303 -1.695 5.393
C -1.672 -2.223 5.774
H 0.876 0.671 5.654
H 0.591 1.770 7.008
H 0.424 2.376 5.356
H -1.388 0.348 6.787
H -1.784 2.005 6.404
H -2.604 1.302 4.440
H 0.108 -1.357 3.330
H 0.378 -2.532 5.222
H 0.122 -1.104 6.210
H -2.086 -2.835 4.962
H -1.583 -2.879 6.651
H -2.386 -1.420 6.010